Entry 1:
DFT (the ωB97M-V functional and the def2-TZVPD basis) results for a 4-piece molecular cluster, C42H51F6N2O8P overall at a distorted geometry.

Each line ends with the Mulliken charge.
CARTESIAN COORDINATES (ANGSTROEM)
C  4.93506  5.36077  1.41711  -0.945
C  4.76298  6.41556  0.31766  -0.459
C  5.43969  6.02754  -0.99844  -1.058
C  4.97051  4.69154  -1.57289  -0.406
C  3.45111  4.52943  -1.56442  0.017
C  3.06609  3.19105  -2.20302  0.538
C  1.61388  3.05609  -2.65615  -1.937
C  0.51894  2.84408  -1.60239  0.416
P  -0.00329  4.50642  -0.96268  0.232
O  0.85789  5.15454  0.05289  -0.659
O  -0.65034  2.48298  -2.41708  -0.388
C  -1.62140  2.08362  -1.56483  -0.278
O  -2.77323  2.16283  -1.77448  -0.591
C  -0.92653  1.48163  -0.30860  1.983
C  -1.52617  2.20755  0.91044  -2.207
O  -1.60522  1.34277  2.03437  -0.123
N  -2.32438  1.98931  3.11085  0.063
O  -1.64345  2.07136  4.04449  -0.224
C  -1.52233  0.06263  -0.22573  -2.321
O  -1.48602  -0.49338  -1.56292  -0.460
C  -2.18956  -1.62394  -1.72805  0.849
F  -3.49578  -1.37804  -1.87689  -0.280
F  -1.75767  -2.23571  -2.83075  -0.279
F  -2.06160  -2.47461  -0.70332  -0.253
C  0.59808  1.61441  -0.59183  2.141
C  1.22272  0.48428  -1.41554  -1.644
C  1.30160  -0.93053  -0.77902  -0.175
C  2.60043  -1.70055  -1.10616  -1.512
C  3.53987  -1.94409  0.07777  -0.643
N  4.74692  -1.13282  0.06271  0.209
C  4.91441  0.13345  -0.43591  0.073
C  6.21015  0.57239  -0.22010  -0.538
C  6.87242  -0.49972  0.45041  -0.848
C  5.95188  -1.52481  0.60731  -0.490
C  1.46084  2.09791  0.57749  -0.529
C  1.77503  1.05399  1.61268  -0.341
O  0.97483  0.33391  2.13402  -0.531
O  3.07173  1.03208  1.94288  -0.482
H  5.69915  4.62952  1.16233  0.272
H  4.01004  4.81698  1.58403  0.110
H  5.22706  5.81502  2.35745  0.381
H  3.70557  6.58931  0.14328  0.289
H  5.21120  7.34880  0.64757  0.443
H  6.50634  5.95504  -0.78753  0.427
H  5.29543  6.80648  -1.74618  0.348
H  5.38748  4.49070  -2.55783  0.560
H  5.35199  3.90572  -0.91763  -0.197
H  2.95752  5.36998  -2.04678  0.393
H  3.17418  4.47340  -0.51934  -0.084
H  3.67731  3.08066  -3.09869  1.007
H  3.39398  2.40421  -1.53173  -1.230
H  1.35907  3.95384  -3.21503  0.874
H  1.54371  2.24721  -3.37556  0.427
H  -0.08895  5.26184  -2.14585  0.164
H  -1.33381  4.40357  -0.51298  0.150
H  -2.55052  2.47014  0.63222  0.815
H  -1.03942  3.14000  1.18776  0.603
H  -2.56419  0.14518  0.06350  1.373
H  -0.96472  -0.55228  0.46669  0.035
H  2.23444  0.74509  -1.69827  0.556
H  0.68295  0.38475  -2.35007  1.174
H  1.09670  -0.94046  0.28398  0.444
H  0.51405  -1.51885  -1.23362  -0.224
H  2.30941  -2.67936  -1.47547  0.615
H  3.12419  -1.23323  -1.93468  0.538
H  3.86944  -2.97594  0.11175  0.441
H  2.98936  -1.74498  0.99922  0.335
H  4.07443  0.63054  -0.88432  0.027
H  6.60394  1.53057  -0.49378  0.551
H  7.89573  -0.47826  0.77630  0.409
H  6.11222  -2.48325  1.06589  0.416
H  0.98610  2.91737  1.10711  1.026
H  2.40731  2.49971  0.23735  0.029
H  3.25233  0.17968  2.36335  0.500
F  -4.68520  -4.50164  5.17141  -0.317
C  -4.00776  -3.50597  4.56336  0.174
C  -4.01516  -2.24724  5.12941  -0.501
C  -3.31207  -1.22909  4.50097  -0.592
C  -2.62475  -1.47905  3.32032  0.391
C  -2.63442  -2.75347  2.76917  -0.615
C  -3.32735  -3.77887  3.39488  -0.225
H  -4.56243  -2.07360  6.04620  0.432
H  -3.30185  -0.23907  4.93689  0.362
H  -2.07686  -0.69300  2.82298  0.085
H  -2.10175  -2.95188  1.84910  0.441
H  -3.34049  -4.78039  2.98475  0.413
F  0.84166  -9.66477  2.21580  -0.318
C  -0.33686  -9.02232  2.09718  0.417
C  -0.93445  -8.94694  0.85529  -0.442
C  -2.14895  -8.28722  0.73897  -0.362
C  -2.74034  -7.71062  1.85456  -0.619
C  -2.11921  -7.79644  3.09337  -0.269
C  -0.90817  -8.46084  3.22108  -0.472
H  -0.45241  -9.39864  -0.00125  0.414
H  -2.63413  -8.22376  -0.22558  0.377
H  -3.68680  -7.19492  1.75731  0.450
H  -2.57781  -7.34437  3.96289  0.406
H  -0.40939  -8.54627  4.17708  0.416
F  -8.35877  1.37597  -5.51754  -0.317
C  -8.06490  0.52660  -4.51220  0.425
C  -9.09833  -0.06222  -3.81215  -0.533
C  -8.79112  -0.93745  -2.78076  -0.269
C  -7.46687  -1.20452  -2.46142  -0.647
C  -6.44403  -0.59793  -3.17775  -0.076
C  -6.74117  0.27349  -4.21566  -0.661
H  -10.12294  0.16508  -4.07415  0.413
H  -9.58905  -1.41170  -2.22546  0.363
H  -7.23205  -1.88536  -1.65405  0.396
H  -5.41470  -0.79919  -2.93090  0.512
H  -5.96013  0.75296  -4.79034  0.432

The SMILES is CCCCCCC[C@@]1([PH2]=O)OC(=O)[C@@](CON=O)(COC(F)(F)F)[C@]1(CCCCn1cccc1)CC(=O)O.Fc1ccccc1.Fc1ccccc1.Fc1ccccc1. The calculation puts the HOMO-LUMO gap at 0.287 hartree. As for the maximum force: 0.0375 Eh/bohr. The spin multiplicity is 1. The total charge is 0.



Entry 2:
DFT (the ωB97M-V functional and the def2-TZVPD basis) results for C20H49N8O7P2Rb as an isolated structure at a distorted geometry.

Each line ends with the Mulliken charge.
CARTESIAN COORDINATES (ANGSTROEM)
Rb  -0.43966  -0.84318  0.32660  0.368
N  -1.20194  2.03753  1.08395  0.069
C  -1.50313  2.71035  2.33987  -1.151
C  -1.68413  1.69835  3.46351  -0.961
N  -0.61967  0.71779  3.56078  1.330
C  0.67893  1.28456  3.85879  -0.591
C  1.84238  0.36743  3.50997  -1.148
N  1.85702  0.07021  2.08732  0.210
C  -0.95726  -0.42722  4.39863  -1.589
C  -0.95886  -1.74420  3.63686  -0.171
N  -2.04633  -1.77179  2.65953  -0.302
H  -1.26973  2.66528  0.29293  0.127
H  -1.88316  1.30342  0.91362  -0.197
H  -2.42047  3.31524  2.31200  0.442
H  -0.69264  3.40729  2.57348  0.438
H  -2.60591  1.14212  3.27335  0.530
H  -1.83489  2.25466  4.40845  0.255
H  0.76368  1.57073  4.92446  0.204
H  0.79519  2.20344  3.27975  0.069
H  1.75025  -0.57439  4.05829  0.440
H  2.76236  0.84825  3.87435  0.534
H  2.55476  -0.62127  1.84264  0.228
H  2.02397  0.90167  1.52393  -0.351
H  -1.94676  -0.27454  4.84728  0.572
H  -0.25917  -0.49834  5.24318  0.303
H  -0.98953  -2.58056  4.34853  0.502
H  -0.01711  -1.82774  3.09007  -0.052
H  -2.94184  -1.88872  3.11888  0.238
H  -1.92881  -2.57407  2.04547  0.083
N  -1.46601  -5.26742  -0.86530  -0.200
C  -0.33699  -4.36241  -1.36987  1.117
C  0.52250  -5.09005  -2.39208  -1.922
P  0.57412  -3.96676  0.23188  0.625
O  1.54482  -5.25133  0.39601  -0.624
O  1.38927  -2.73148  0.12244  -0.397
O  -0.53892  -4.10434  1.23036  -0.971
P  -1.24423  -2.89749  -2.09075  0.501
O  -1.69231  -3.47088  -3.53653  -0.593
O  -2.46716  -2.80951  -1.22053  -1.050
O  -0.33628  -1.73795  -2.25647  -0.258
H  -1.32464  -6.24440  -1.10632  0.322
H  -2.36871  -4.91444  -1.19817  0.292
H  -1.45061  -5.10634  0.17216  0.355
H  1.00729  -5.96334  -1.95341  0.505
H  1.30656  -4.41006  -2.72883  0.365
H  -0.05930  -5.38403  -3.26639  0.479
H  2.46369  -4.98803  0.27208  0.356
H  -1.21862  -3.00444  -4.23446  0.348
C  2.79613  -0.09821  -1.43944  -0.784
N  2.23194  1.04441  -2.13566  1.444
C  1.83425  0.64022  -3.47363  -1.238
C  3.16800  2.15091  -2.20721  -1.276
C  3.71282  2.61727  -0.86418  -1.281
N  2.71101  2.82781  0.17052  1.018
C  3.35187  3.28697  1.38800  -1.204
C  1.67904  3.75632  -0.25122  -0.548
H  3.68548  -0.49239  -1.96516  0.315
H  2.06598  -0.90011  -1.36228  0.128
H  3.09058  0.17433  -0.42720  -0.047
H  2.69279  0.25370  -4.05190  0.389
H  1.42903  1.49376  -4.02139  0.393
H  1.07482  -0.13935  -3.41307  0.069
H  2.67344  2.98071  -2.72053  0.467
H  4.04695  1.88731  -2.82759  0.420
H  4.27850  3.54929  -1.05312  0.457
H  4.43784  1.89370  -0.48419  0.497
H  3.86833  4.25263  1.25305  0.409
H  4.08732  2.55212  1.72085  0.302
H  2.60969  3.40862  2.17897  0.269
H  2.09683  4.73422  -0.54980  0.284
H  0.98205  3.91753  0.57073  0.135
H  1.11776  3.33805  -1.08525  -0.176
O  -3.13026  -0.41707  0.03667  -0.343
C  -4.03354  0.17108  -0.85714  -1.175
C  -3.35441  1.05275  -1.88862  0.900
C  -4.10967  1.69150  -2.87131  -1.021
C  -3.46826  2.49963  -3.78832  -0.365
C  -2.08993  2.65169  -3.69657  -1.058
C  -1.42650  1.97544  -2.68964  0.082
N  -2.03720  1.18679  -1.80369  0.631
H  -2.74141  -1.19266  -0.41409  0.096
H  -4.72843  0.78211  -0.27411  0.333
H  -4.62888  -0.58910  -1.37588  0.447
H  -5.18314  1.54907  -2.90692  0.487
H  -4.02988  3.00651  -4.56292  0.398
H  -1.54072  3.27563  -4.38852  0.474
H  -0.35224  2.05922  -2.57055  -0.010

The calculation puts the HOMO-LUMO gap at 0.296 hartree. The energy relative to the best compared isomer or geometry (same formula, charge and spin) comes out at 0.00 kcal per mole. As for the maximum force: 0.0266 Eh/bohr. The spin multiplicity is 1. The total charge is 0.



Entry 3:
DFT (the ωB97M-V functional and the def2-TZVPD basis) results for one molecule with the formula C29H29NO6 at a distorted geometry.

Each line ends with the Mulliken charge.
CARTESIAN COORDINATES (ANGSTROEM)
C  2.07470  3.16401  0.02853  -0.597
C  1.71491  3.94375  -0.97260  -0.035
C  0.71313  3.58493  -2.03998  -1.098
N  0.00733  2.35442  -1.76438  0.326
C  0.53622  1.19477  -2.23241  -0.198
C  0.05856  -0.02634  -1.89375  0.097
C  -1.09179  -0.16415  -1.04069  0.796
C  -1.66054  -1.40583  -0.78092  0.515
C  -0.96460  -2.60778  -1.17829  -0.444
O  -1.43164  -3.72482  -1.25573  -0.714
C  0.56339  -2.39216  -1.42448  1.863
C  0.72207  -1.24323  -2.40673  -0.231
O  1.19331  -1.35046  -3.51266  -0.639
C  1.25894  -3.65838  -1.89360  -1.882
H  2.32925  -3.48053  -1.97002  0.455
H  1.06281  -4.46595  -1.19360  0.403
H  0.87251  -3.92959  -2.87178  0.368
O  1.03613  -2.02306  -0.11036  -0.281
C  2.06824  -1.18828  -0.02910  0.649
O  2.58460  -0.66304  -0.99293  -0.685
C  2.48952  -0.94190  1.36338  0.023
C  3.57007  -0.09505  1.59216  -0.836
C  4.00577  0.16796  2.87541  -0.492
C  3.35726  -0.42015  3.96044  0.947
C  2.26590  -1.26653  3.73029  -0.707
C  1.83687  -1.52631  2.45053  -0.321
H  0.99751  -2.18049  2.27662  0.521
H  1.77801  -1.70928  4.58404  0.437
O  3.69720  -0.23999  5.25806  -0.456
C  4.80064  0.57911  5.56801  -0.821
H  4.63993  1.61048  5.23891  0.331
H  4.88664  0.55733  6.65306  0.244
H  5.72350  0.19344  5.12427  0.333
H  4.84878  0.82464  3.02124  0.398
H  4.06570  0.35077  0.74273  0.522
C  -2.96780  -1.57624  -0.17865  -0.270
C  -3.54220  -2.69103  0.38198  -0.392
C  -4.84267  -2.31499  0.78386  -0.871
C  -4.97831  -1.00563  0.44553  -0.399
O  -3.85378  -0.54587  -0.13541  -0.206
H  -5.78609  -0.30943  0.55758  0.494
H  -5.57464  -2.93623  1.25846  0.472
H  -3.08910  -3.65402  0.48213  0.610
C  -1.59109  1.08280  -0.55739  -1.167
C  -1.04869  2.28478  -0.88520  0.845
C  -1.63235  3.55006  -0.33203  -1.519
H  -2.12843  3.31878  0.60989  0.504
H  -0.84659  4.27521  -0.11542  0.377
C  -2.66313  4.17338  -1.29062  -0.609
C  -3.91040  3.31299  -1.49658  -0.263
C  -4.80051  3.23558  -0.26214  -1.285
H  -5.07919  4.23245  0.07409  0.388
H  -5.70925  2.68658  -0.49506  0.351
H  -4.30146  2.72254  0.55552  0.273
H  -3.61521  2.30551  -1.79481  0.157
H  -4.48814  3.74486  -2.31691  0.383
H  -2.96155  5.14456  -0.88947  0.457
H  -2.19934  4.34546  -2.26501  0.302
H  -2.41820  1.06761  0.13043  0.553
H  1.39509  1.26782  -2.88162  0.398
H  1.24609  3.46541  -2.98973  0.496
H  0.00445  4.40657  -2.17079  0.377
H  2.15321  4.92454  -1.09878  0.414
H  2.80796  3.48029  0.74933  0.324
H  1.66790  2.17689  0.17450  0.017

The SMILES is C=CCN1C=C2C(=O)[C@@](C)(OC(=O)c3ccc(OC)cc3)C(=O)C(c3ccco3)=C2C=C1CCCC. The calculation puts the HOMO-LUMO gap at 0.250 hartree. The energy relative to the best compared isomer or geometry (same formula, charge and spin) comes out at 2.63 kcal per mole. As for the maximum force: 0.0209 Eh/bohr. The spin multiplicity is 1. The total charge is 0.



Entry 4:
DFT (the ωB97M-V functional and the def2-TZVPD basis) results for one molecule with the formula C3H4INO at a distorted geometry.

Each line ends with the Mulliken charge.
CARTESIAN COORDINATES (ANGSTROEM)
C  0.85097  0.78011  -0.29333  0.031
C  -2.08487  -0.46931  0.10924  -0.264
C  1.55445  -0.37648  -0.03144  -0.445
N  -0.34197  1.25604  0.05630  -0.361
O  -1.53082  0.66916  0.34977  -0.091
I  3.70534  -0.28632  0.05906  0.001
H  1.44967  1.58865  -0.73843  0.283
H  -1.52717  -1.27937  -0.22275  0.270
H  -3.18509  -0.51356  0.26679  0.282
H  1.10950  -1.36892  0.44479  0.294

The calculation puts the HOMO-LUMO gap (alpha / beta) at 0.249 / 0.290 hartree. The energy relative to the best compared isomer or geometry (same formula, charge and spin) comes out at 129.64 kcal per mole. As for the maximum force: 0.0563 Eh/bohr. The spin multiplicity is 1. The total charge is 0.



Entry 5:
DFT (the ωB97M-V functional and the def2-TZVPD basis) results for one molecule with the formula C16H30NO5P at a distorted geometry.

Each line ends with the Mulliken charge.
CARTESIAN COORDINATES (ANGSTROEM)
C  3.06205  -2.04246  2.11832  -0.957
C  2.29051  -0.65866  1.70623  0.509
C  3.05368  0.27347  0.59913  -0.436
C  3.67573  -0.53945  -0.68992  0.097
C  4.09336  0.46894  -1.95875  -1.036
O  2.91679  -1.72173  -1.10855  -0.412
P  1.29786  -1.38671  -1.60406  1.122
O  0.90854  0.12861  -1.78257  -0.607
O  0.23321  -2.30001  -0.55045  -0.377
C  -1.18592  -2.13206  -0.94366  -0.301
C  -2.08338  -2.63422  0.34253  -0.693
C  -2.89661  -1.44340  1.12100  0.238
C  -3.57080  -2.15902  2.47198  -1.254
C  -1.96742  -0.20856  1.67050  -0.517
C  -1.69172  0.96468  0.55860  0.471
C  -1.91185  2.49809  1.09428  -0.653
C  -1.63356  3.63481  0.14351  0.251
C  -0.09436  4.23512  -0.04950  -0.696
C  -2.86754  4.26496  -0.73477  -0.989
O  1.10639  -2.12450  -3.20944  -0.205
O  1.16247  -1.17286  -4.09853  -0.088
C  -0.10605  -1.33878  -4.88248  0.449
N  -1.27895  -1.41242  -5.44219  -0.435
H  2.22930  -2.89741  2.14340  0.218
H  3.51393  -2.03459  3.22174  0.297
H  3.87588  -2.41116  1.36417  0.224
H  1.15057  -0.81435  1.38749  -0.615
H  2.22796  -0.00582  2.70415  0.479
H  3.93340  0.87382  1.13815  0.345
H  2.34359  1.12435  0.15693  -0.070
H  4.73067  -0.95494  -0.31049  0.392
H  5.20494  0.87333  -1.80749  0.354
H  3.41241  1.44816  -1.93643  0.198
H  4.07823  -0.08310  -2.99145  0.278
H  -1.37124  -2.93952  -1.80280  0.280
H  -1.45438  -1.06470  -1.34225  0.293
H  -1.41397  -3.22676  1.13370  0.205
H  -2.88502  -3.42569  -0.03387  0.340
H  -3.78623  -1.09121  0.44490  0.271
H  -4.11377  -1.29855  3.08128  0.347
H  -4.28557  -3.05073  2.20959  0.335
H  -2.65175  -2.53132  3.11975  0.272
H  -0.97156  -0.69788  2.10804  0.050
H  -2.50839  0.29999  2.60496  0.386
H  -2.30091  0.77183  -0.44868  0.282
H  -0.55057  0.87290  0.24859  -0.263
H  -2.24083  2.77119  2.18365  0.203
H  0.43829  4.49310  0.96028  0.239
H  0.53169  3.39457  -0.59527  0.042
H  -0.14604  5.17676  -0.74541  0.330
H  -2.42022  4.84726  -1.66699  0.315
H  -3.51691  3.38409  -1.15117  0.230
H  -3.56596  5.00255  -0.14965  0.262

The SMILES is CCC[C@H](C)O[P@](=O)(OCC[C@@H](C)CCC=C(C)C)OOC#N. The calculation puts the HOMO-LUMO gap at 0.228 hartree. The energy relative to the best compared isomer or geometry (same formula, charge and spin) comes out at 255.90 kcal per mole. As for the maximum force: 0.2270 Eh/bohr. The spin multiplicity is 1. The total charge is 0.